Entry 1:
This record from the Open Molecules 2025 dataset describes a cluster of 4 separate species, C28H28F3N4OS in total at a distorted geometry. The level of theory is ωB97M-V with the def2-TZVPD basis set.

Its total energy is -56476.00445 eV. The calculation puts the HOMO energy at -10.997 eV. The LUMO energy comes out at -5.084 eV.

Geometry as ORCA input:
```
! wB97M-V def2-TZVPD RIJCOSX def2/J DEFGRID3
* xyz 1 1
C 0.46 2.61 -0.08
C 1.70 3.33 -0.39
N 2.86 3.37 0.27
N 2.79 2.57 1.32
C 1.79 1.80 1.76
C 2.02 0.90 3.02
C 2.46 1.73 4.29
C 1.39 2.83 4.73
C 0.91 2.68 6.22
S 1.84 3.72 7.43
C 2.25 5.29 6.63
N 3.43 5.90 6.53
N 3.13 7.02 5.79
C 1.82 7.05 5.51
O 1.19 5.95 6.05
C 0.49 1.75 1.10
H -0.43 2.72 -0.74
H 1.68 3.96 -1.32
H 3.66 2.55 1.88
H 2.80 0.15 2.73
H 1.07 0.36 3.29
H 3.49 2.17 4.21
H 2.52 0.99 5.14
H 1.81 3.83 4.48
H 0.49 2.68 4.06
H -0.17 2.96 6.28
H 1.03 1.63 6.55
H 1.39 7.88 4.91
H -0.36 1.13 1.44
F 0.20 0.14 -1.70
C 1.01 -0.94 -1.73
C 0.55 -2.12 -2.27
C 1.38 -3.23 -2.30
C 2.67 -3.14 -1.78
C 3.12 -1.95 -1.24
C 2.29 -0.84 -1.22
H -0.46 -2.17 -2.66
H 1.03 -4.16 -2.73
H 3.32 -4.01 -1.80
H 4.12 -1.88 -0.83
H 2.63 0.11 -0.80
F -0.85 -5.83 -1.32
C -2.03 -5.19 -1.23
C -2.09 -3.94 -0.63
C -3.31 -3.28 -0.54
C -4.46 -3.88 -1.04
C -4.39 -5.14 -1.63
C -3.17 -5.80 -1.73
H -1.18 -3.50 -0.25
H -3.36 -2.30 -0.09
H -5.41 -3.37 -0.96
H -5.29 -5.61 -2.01
H -3.10 -6.77 -2.19
F -3.71 -3.24 -4.48
C -3.22 -2.15 -5.09
C -2.94 -2.20 -6.44
C -2.44 -1.07 -7.07
C -2.22 0.09 -6.34
C -2.50 0.12 -4.98
C -3.01 -1.00 -4.35
H -3.11 -3.12 -6.99
H -2.22 -1.09 -8.13
H -1.82 0.97 -6.83
H -2.32 1.03 -4.41
H -3.24 -0.99 -3.29
*
```

***

Entry 2:
This record from the Open Molecules 2025 dataset describes a structure of composition C10H19Cl4MgO7 at a distorted geometry. The level of theory is ωB97M-V with the def2-TZVPD basis set.

Its total energy is -80540.30150 eV. The calculation puts the HOMO energy at -11.293 eV. The LUMO energy comes out at -5.038 eV.

Geometry as ORCA input:
```
! wB97M-V def2-TZVPD RIJCOSX def2/J DEFGRID3
* xyz 1 1
Mg 0.90 -1.83 0.38
Cl 0.03 -0.09 -0.97
C -0.56 3.71 -1.33
Cl -1.79 4.59 -0.29
Cl 0.97 4.48 -1.00
Cl -1.08 3.96 -3.04
H -0.52 2.66 -1.02
C -1.91 -0.76 3.81
O -2.55 -1.45 2.73
C -2.05 -1.92 1.58
O -0.87 -1.79 1.23
O -3.07 -2.40 0.88
C -2.83 -2.80 -0.45
H -0.99 -0.36 3.40
H -1.67 -1.48 4.59
H -2.62 -0.02 4.19
H -2.61 -2.06 -1.21
H -3.65 -3.42 -0.82
H -2.12 -3.62 -0.49
C 2.18 2.07 1.42
O 2.36 1.32 2.58
C 2.24 -0.05 2.63
O 1.86 -0.69 1.63
O 2.55 -0.57 3.84
C 3.05 0.26 4.90
H 3.03 2.03 0.74
H 1.90 3.12 1.57
H 1.34 1.64 0.88
H 3.90 0.89 4.63
H 3.30 -0.35 5.78
H 2.30 0.99 5.18
C 1.11 -0.35 -5.13
C -0.23 -1.01 -5.32
O -0.46 -1.95 -6.10
C -1.32 -0.59 -4.33
H 1.81 -0.41 -5.96
H 1.59 -1.00 -4.39
H 1.15 0.61 -4.62
H -1.31 0.50 -4.29
H -1.02 -0.95 -3.35
H -2.35 -0.92 -4.44
*
```

***

Entry 3:
This record from the Open Molecules 2025 dataset describes an isolated molecule of C19H19NO2S at a distorted geometry. The level of theory is ωB97M-V with the def2-TZVPD basis set.

Its total energy is -36429.31140 eV. The calculation puts the HOMO energy at -8.047 eV. The value obtained for the energy relative to the best compared isomer or geometry (same formula, charge and spin) is 188.8 kJ/mol. The LUMO energy comes out at -0.076 eV.

Geometry as ORCA input:
```
! wB97M-V def2-TZVPD RIJCOSX def2/J DEFGRID3
* xyz 0 1
O -1.95 -0.63 1.06
C -1.49 -0.49 -0.20
C -0.18 -0.30 -0.46
C 0.86 0.02 0.60
C 1.07 -1.07 1.59
C 1.96 -2.10 1.41
C 2.11 -3.02 2.41
C 1.38 -2.63 3.51
S 0.32 -1.26 3.22
C 0.65 1.38 1.15
C 1.74 1.89 2.09
C 3.01 2.17 1.30
O 2.73 3.09 0.27
C 1.69 2.89 -0.71
C 0.46 2.57 0.06
C 0.21 -0.36 -1.75
C -0.68 -0.69 -2.83
C -2.03 -0.93 -2.58
C -3.01 -1.31 -3.50
C -4.38 -1.47 -3.11
C -4.73 -1.17 -1.72
N -3.78 -0.80 -0.89
C -2.47 -0.69 -1.21
H -2.92 -0.58 1.01
H 1.82 -0.08 0.05
H 2.59 -2.25 0.44
H 2.81 -3.89 2.32
H 1.44 -3.23 4.42
H -0.25 1.24 1.73
H 1.99 1.31 2.93
H 1.36 2.82 2.60
H 3.38 1.20 0.87
H 3.83 2.60 1.95
H 1.56 3.74 -1.40
H 1.86 1.94 -1.18
H 0.23 3.52 0.57
H -0.44 2.37 -0.61
H 1.16 -0.30 -1.94
H -0.44 -0.67 -3.89
H -2.66 -1.67 -4.50
H -5.12 -1.94 -3.80
H -5.72 -1.23 -1.28
*
```

***

Entry 4:
This record from the Open Molecules 2025 dataset describes an isolated molecule of C5H8S3 at a distorted geometry. The level of theory is ωB97M-V with the def2-TZVPD basis set.

Its total energy is -37818.62449 eV. The calculation puts the HOMO energy at -8.695 eV. The value obtained for the energy relative to the best compared isomer or geometry (same formula, charge and spin) is 148.9 kJ/mol. The LUMO energy comes out at -0.302 eV.

Geometry as ORCA input:
```
! wB97M-V def2-TZVPD RIJCOSX def2/J DEFGRID3
* xyz 0 1
C 0.09 -2.01 -1.06
S 0.03 -0.45 -1.89
C 0.03 0.66 -0.53
S 1.56 0.74 0.43
C 1.37 -0.31 1.77
S 2.65 -0.77 2.74
C -0.69 1.99 -0.64
C -1.16 0.99 0.32
H -0.81 -2.24 -0.44
H 0.98 -2.10 -0.48
H 0.23 -2.80 -1.88
H 0.36 -0.53 1.89
H -0.15 2.89 -0.24
H -1.30 2.21 -1.51
H -2.08 0.47 0.17
H -1.11 1.27 1.36
*
```

***

Entry 5:
This record from the Open Molecules 2025 dataset describes the ion C2H6N2 with charge -1. The level of theory is ωB97M-V with the def2-TZVPD basis set.

Its total energy is -5148.41177 eV. The calculation puts the HOMO energy (spin up / spin down) at 0.950 / -1.645 eV. The value obtained for the energy relative to the best compared isomer or geometry (same formula, charge and spin) is 115.8 kJ/mol. The LUMO energy (spin up / spin down) comes out at 5.252 / 5.151 eV.

Geometry as ORCA input:
```
! wB97M-V def2-TZVPD RIJCOSX def2/J DEFGRID3
* xyz -1 2
C 0.43 -0.43 0.37
C -0.24 0.56 -0.35
N -0.16 0.74 -1.80
N -0.18 -1.01 1.57
H 1.51 -0.67 0.39
H -0.78 1.36 0.16
H -0.46 -0.11 -2.27
H 0.78 0.94 -2.12
H -1.16 -0.76 1.63
H 0.25 -0.63 2.41
*
```

***

Entry 6:
This record from the Open Molecules 2025 dataset describes a cluster of 2 separate species, C5H8N2O4S2 in total at a distorted geometry. The level of theory is ωB97M-V with the def2-TZVPD basis set.

Its total energy is -38151.83041 eV. The calculation puts the HOMO energy at -8.524 eV. The value obtained for the energy relative to the best compared isomer or geometry (same formula, charge and spin) is 99.8 kJ/mol. The LUMO energy comes out at 0.228 eV.

Geometry as ORCA input:
```
! wB97M-V def2-TZVPD RIJCOSX def2/J DEFGRID3
* xyz 0 1
C 1.69 -0.71 -0.51
C -2.01 -0.03 -2.13
C 1.18 -1.35 0.75
C 0.84 1.12 1.32
C -1.89 1.51 1.90
N 1.69 0.55 -0.50
N 1.93 -1.56 -1.48
O -3.08 0.20 -1.83
O -0.97 -0.31 -2.53
O -1.26 -0.34 0.09
O -0.76 1.96 -0.59
S 1.50 -0.15 2.05
S -0.74 0.95 0.47
H 0.04 -1.61 0.74
H 1.84 -2.32 0.94
H -1.20 1.59 2.74
H -2.32 2.45 1.75
H -2.61 0.72 2.06
H 1.99 1.12 -1.28
H 2.21 -2.52 -1.52
H 1.94 -1.27 -2.42
*
```